[1]
98
Properties=species:S:1:pos:R:3:forces:R:3 method="wB97M-V/def2-TZVPD" charge=0 s_squared=0.77 multiplicity=2 de_lowest_kcal_mol=16.53 lumo_energy_ev="-0.25 / -0.17" homo_energy_ev="-4.7822 / -8.2796"
Ti -5.7292 12.4392 12.6717 0.3535 -0.5383 2.8604
S -2.0826 8.6849 18.4963 -1.2456 1.4874 -1.5510
N -3.1615 9.9452 18.4841 0.1580 -0.7410 0.4558
C -3.5749 10.1678 17.2423 2.2205 -1.1787 1.5038
C -4.4105 11.2612 16.9284 -0.5637 -0.2247 -0.3980
C -5.0741 12.0473 17.8843 0.2726 -0.4103 -0.4613
C -5.9239 12.9643 17.3230 -0.5502 0.8224 -1.0795
C -6.0549 13.1052 15.9240 -0.6870 -0.3787 0.4129
N -5.4647 12.3093 15.0253 0.6054 1.0349 0.0733
C -4.6180 11.3705 15.5207 0.0294 -0.6404 -0.6241
C -4.0291 10.4392 14.5210 -0.8847 0.4530 1.3157
N -4.4591 10.6077 13.2337 -0.8285 1.8339 0.2406
C -3.8556 9.8976 12.2854 0.3096 0.2305 0.1349
C -2.9299 8.9533 12.5572 0.8688 -1.2355 -1.0943
C -2.5117 8.6637 13.8465 -1.4329 0.7577 1.4263
C -3.1376 9.3922 14.8914 0.3220 0.3981 -2.3284
C -2.9173 9.3061 16.2852 1.1724 -0.8138 2.4372
N -2.0571 8.4656 16.8799 -0.4355 -0.0429 -0.4403
H -5.0180 11.9758 18.9989 0.3564 -0.3522 -1.3330
H -6.5356 13.5841 17.9442 -0.2014 0.4058 0.1914
H -6.7904 13.8353 15.5445 0.6562 -0.4207 0.1658
H -4.0094 10.2028 11.2784 -0.4617 0.0286 -0.6436
H -2.5137 8.3653 11.7310 -0.0449 0.4036 0.2524
H -1.8134 7.8727 13.9701 0.4478 -0.3787 0.6226
Cl -2.6506 12.8099 11.0733 -0.4573 -0.1642 -0.1724
C -3.8434 13.2766 12.3764 1.6802 0.3203 0.3518
H -4.0124 14.3324 12.2276 0.3549 0.4488 -0.1014
H -3.2160 13.1395 13.2848 -0.5000 0.2663 -0.3849
C -13.5886 11.3729 16.2864 0.2822 0.4141 0.0120
N -13.3446 12.4310 15.2945 0.0287 -0.0905 -0.9443
C -12.7506 13.6678 15.8026 -0.0474 0.1075 -0.1120
C -12.9502 12.0775 13.9732 -0.2996 1.0912 -0.0306
N -12.0375 12.8097 13.4006 -0.1113 -1.3420 0.6065
N -13.6897 11.0261 13.3915 0.5856 -0.3029 -0.1054
C -13.1464 10.4513 12.1458 -0.7966 0.1517 -0.2579
C -15.1630 10.9081 13.5095 0.7376 0.5547 0.6446
H -14.5560 11.5687 16.8050 0.7159 -0.1837 -0.1163
H -12.7346 11.3510 17.0399 -1.0439 -0.1885 -0.8295
H -13.6711 10.4232 15.7336 0.1853 0.2745 0.5297
H -11.6665 13.5765 15.8774 0.1867 0.0335 -0.0903
H -13.1168 13.8781 16.8141 -0.2429 -0.1223 -0.2757
H -12.9669 14.5269 15.1344 0.0630 -0.6309 0.4049
H -11.7174 12.4759 12.4859 -0.7653 0.2072 0.2002
H -12.0636 10.2327 12.2213 -0.5795 0.3995 -0.0567
H -13.4058 11.0829 11.2439 0.5946 -0.3942 0.7830
H -13.6618 9.4888 11.9666 0.2913 0.3629 0.2003
H -15.5034 11.0664 14.5457 0.2986 -0.0016 -0.4071
H -15.3984 9.8825 13.2463 -0.2795 -0.0229 -0.1775
H -15.7142 11.6321 12.8809 0.2889 -0.3334 -0.0052
C -9.1517 10.6420 14.5245 1.0578 0.4856 0.7135
C -8.2039 10.7311 13.3397 -0.0099 -0.5339 -1.0904
O -8.3323 9.9890 12.3501 0.2401 0.7016 0.9750
O -7.3084 11.6803 13.4061 -1.9007 -1.2097 -0.0662
H -9.4538 9.6267 14.7440 -0.0230 -0.2541 -0.2120
H -10.0264 11.2213 14.2497 -0.2656 0.2324 0.1632
H -8.6674 11.0724 15.4439 -0.5503 -0.2423 -0.9141
C -5.3843 17.3079 12.4256 -0.1824 0.0542 1.0380
Si -5.7036 15.8708 13.6653 -0.9637 0.9803 -0.3504
C -4.1588 15.5745 14.6262 1.3808 -0.5687 0.5996
C -6.8292 16.6130 15.0278 0.5132 1.3753 -0.0020
C -6.6065 14.3724 12.9476 -0.6721 0.0366 -0.0622
Si -7.7264 14.9542 11.5017 -0.4297 -0.5646 0.8480
C -9.1516 13.6825 11.1584 1.0102 0.2139 -0.3023
C -8.7603 16.4766 12.0147 0.0264 0.3685 -0.1760
C -6.6249 15.1885 9.9863 -0.0582 -1.5732 0.4179
H -5.2796 18.2539 13.0129 -0.1171 -0.7014 -0.3328
H -6.2503 17.4136 11.7780 0.1057 0.1910 -0.2492
H -4.4693 17.1997 11.8565 0.1076 -0.1461 -0.3238
H -3.1886 15.9834 14.2586 -0.8216 -0.0950 0.0505
H -3.9831 14.4824 14.7284 -0.1138 0.6983 0.3039
H -4.3719 16.0196 15.6196 0.4694 -0.3961 -0.3904
H -6.4212 16.2585 15.9797 -0.2964 0.0018 0.0653
H -7.8702 16.3389 14.9558 -0.3479 -0.1511 0.0721
H -6.7874 17.7570 15.0795 0.0300 -1.4744 -0.1812
H -7.4005 14.0701 13.6978 0.7161 0.3802 -0.6173
H -9.5219 13.2899 12.1127 -0.1952 0.3055 -0.1434
H -8.8267 12.8076 10.5750 -0.0677 0.1990 0.0665
H -9.9258 14.2244 10.5873 0.0909 -0.3912 0.3482
H -9.7848 16.3001 11.6243 0.3304 -0.0239 0.8235
H -8.4795 17.3895 11.4745 0.2984 -0.0449 0.2104
H -8.7007 16.7009 13.1157 -0.4401 -0.3003 -1.2000
H -6.9567 15.8951 9.2521 -0.2351 0.2444 -0.5148
H -6.5679 14.1422 9.5705 -0.0386 1.0271 -0.0471
H -5.6154 15.4295 10.3020 0.1727 0.1784 0.0351
O -5.9066 11.8506 10.9475 -0.4229 -1.4498 -4.3261
S -6.4488 11.2238 9.5757 1.0996 0.4878 0.7490
C -6.1043 9.4431 9.6197 -0.4453 -0.5103 -0.0551
C -5.0375 8.9808 8.6054 1.3689 -0.9919 0.8344
C -5.0113 10.0166 7.4979 -0.3299 0.1646 -0.6973
C -5.1765 11.4031 8.1546 -1.3494 0.2524 -0.4013
H -7.0700 9.0298 9.3163 -0.0097 -0.0596 0.2420
H -5.9437 9.2002 10.6678 -0.0230 -0.1298 0.0107
H -5.3008 7.9460 8.2429 0.1549 1.1317 0.2618
H -4.0105 8.8546 9.0755 -1.2245 0.3932 -0.3018
H -5.8673 9.7640 6.8208 0.5591 0.6442 0.4024
H -4.0970 10.0415 6.8421 -0.7560 -0.2004 0.8268
H -5.5651 12.1330 7.4091 0.1986 -0.2633 0.8462
H -4.3083 11.7884 8.6472 0.7525 0.1730 0.2479

[2]
111
Properties=species:S:1:pos:R:3:forces:R:3 method="wB97M-V/def2-TZVPD" charge=0 multiplicity=1 de_lowest_kcal_mol=15.68 lumo_energy_ev=-0.04 smiles="COCCCCC[C@@]1(CP(=O)(O)O)OS(=O)(=O)O[C@H]1CCCCO.O=C1OCCO1.O=C1OCCO1.O=C1OCCO1.O=C1OCCO1.O=C1OCCO1.O=C1OCCO1" homo_energy_ev=-9.0453
C 5.3124 0.5719 1.0107 0.1007 -0.1556 0.0130
O 4.1265 0.9761 1.6651 -0.0381 -0.0431 -0.2138
C 3.3519 1.8971 0.8944 0.0796 0.0341 0.8044
C 1.9986 2.0556 1.5873 -0.0608 0.4758 -0.0635
C 0.8348 2.3573 0.6346 -0.0499 -0.7713 -1.0094
C -0.4527 1.5508 0.8664 0.2708 0.3985 0.6967
C -0.3171 0.0311 0.9390 -0.5833 -0.0513 -0.2114
C 0.1797 -0.6692 -0.3154 -0.0674 -0.6724 0.1588
C -0.6642 -0.2639 -1.5410 0.9464 -0.1303 0.1339
P -0.1102 -0.7355 -3.2178 -1.2493 1.1924 -1.3161
O -0.7160 0.2238 -4.1628 0.0028 -0.2127 0.2975
O -0.6211 -2.2207 -3.5622 1.0373 0.1574 0.7661
O 1.4762 -0.7445 -3.3442 -0.3989 -0.5859 0.4082
O 1.5914 -0.3796 -0.4750 0.3944 -0.1998 -0.4873
S 2.5139 -1.6935 -0.4835 0.3442 0.8472 0.3999
O 2.9490 -1.9296 0.8547 -0.4689 -0.2493 -0.2041
O 3.5117 -1.6108 -1.4882 -0.5269 -0.1305 -0.1307
O 1.3326 -2.6932 -0.9197 0.6631 0.4555 0.5088
C 0.1383 -2.2413 -0.2405 -1.5201 -0.1074 0.0299
C -0.2118 -2.9500 1.0861 1.4365 -0.4875 -0.0207
C 0.7599 -4.1199 1.4004 -0.8444 -0.0803 0.3442
C 0.6741 -5.3028 0.4024 1.0160 1.0049 -0.1452
C 2.0496 -5.6818 -0.1687 0.0123 -0.1733 -0.0127
O 2.4390 -6.9580 0.3422 -0.1478 -0.0101 0.0176
H 6.1797 0.7578 1.6495 -0.0302 0.1110 -0.0051
H 5.2838 -0.5003 0.7937 -0.1075 0.0189 0.0248
H 5.4496 1.0970 0.0623 0.0637 0.0624 0.0340
H 3.2560 1.5298 -0.1306 -0.0745 0.0685 -0.0417
H 3.8660 2.8630 0.9117 0.0318 -0.0081 -0.4428
H 1.8282 1.1664 2.1899 -0.0435 -0.0994 -0.0914
H 2.0784 2.8891 2.2895 -0.0141 -0.1623 0.1872
H 1.1747 2.1201 -0.3835 0.0252 0.1066 0.0059
H 0.5829 3.4126 0.5984 0.0194 -0.1689 0.1592
H -0.8523 1.8461 1.8348 -0.0968 0.0046 0.0267
H -1.2161 1.8547 0.1467 0.0730 -0.1125 -0.1395
H 0.2774 -0.2832 1.7963 0.1891 0.1248 -0.0874
H -1.3271 -0.3584 1.1250 0.0556 -0.0701 0.0334
H -1.6569 -0.6820 -1.3669 -0.0502 -0.0243 -0.2154
H -0.8037 0.8134 -1.6194 0.2271 0.0426 0.0199
H -0.0366 -2.8877 -3.1666 -0.1028 -0.1262 -0.1559
H 1.7870 0.1593 -3.4846 0.1695 -0.0125 -0.0476
H -0.6586 -2.5438 -0.9187 0.1528 -0.0428 -0.1611
H -1.2038 -3.3697 0.9781 -0.1619 0.1443 0.0519
H -0.2025 -2.2918 1.9531 -0.0314 0.1754 -0.1622
H 1.7622 -3.7218 1.5282 0.0671 -0.1263 -0.2252
H 0.4561 -4.4957 2.3763 0.0723 0.0852 0.0729
H 0.0695 -4.9861 -0.4496 -0.3352 -0.2764 0.1184
H 0.2374 -6.1633 0.8972 -0.1139 -0.1300 -0.2265
H 2.0057 -5.6963 -1.2648 0.0415 -0.1875 0.0328
H 2.8155 -4.9501 0.1027 -0.1434 0.1416 0.0378
H 3.3899 -7.0440 0.2470 0.0554 -0.0505 -0.0429
O -1.8438 -5.0498 2.2104 -0.3152 -0.2911 0.1133
C -2.6127 -5.9494 2.0669 0.0314 0.1045 0.0585
O -3.8694 -5.9471 2.5640 -0.0842 -0.1461 -0.0929
C -4.5736 -7.0630 2.0014 -0.1302 -0.1221 -0.0268
C -3.4397 -7.9993 1.6358 -0.0948 -0.1818 -0.0120
O -2.3593 -7.0874 1.3946 -0.0471 0.0493 0.0507
H -5.2635 -7.4826 2.7283 0.0659 0.1132 0.1127
H -5.1338 -6.7210 1.1298 0.0420 0.0109 -0.0140
H -3.1613 -8.6615 2.4566 0.0079 0.0406 0.0204
H -3.6389 -8.5933 0.7485 0.1287 0.0969 -0.0811
O -2.9996 5.5389 -6.2392 0.0849 0.0473 0.0049
C -2.6877 4.4130 -6.4668 -0.0464 -0.0023 0.0513
O -2.1160 3.5797 -5.5650 -0.1037 0.0059 -0.2225
C -2.0869 2.2589 -6.1356 0.1466 -0.2454 -0.0067
C -2.1382 2.5524 -7.6177 0.0864 -0.1260 -0.0674
O -2.8443 3.8005 -7.6607 0.0185 -0.0008 0.0530
H -1.1921 1.7274 -5.8284 -0.0128 0.1067 0.1663
H -2.9602 1.7084 -5.7849 -0.0141 0.0360 0.0095
H -1.1463 2.6964 -8.0505 0.0007 0.0366 0.0328
H -2.6695 1.7951 -8.1880 -0.1271 0.1244 -0.0280
O 2.9287 5.2179 -8.5983 -0.0017 -0.0154 -0.0009
C 2.1220 5.4950 -7.7727 0.0282 0.0280 -0.0426
O 1.5434 4.6021 -6.9302 -0.0440 0.0809 -0.0379
C 0.8091 5.3340 -5.9420 -0.1411 0.0502 0.2481
C 0.5363 6.6450 -6.6453 -0.1422 0.0547 0.0151
O 1.6503 6.7437 -7.5421 -0.0065 -0.0816 0.0406
H -0.0989 4.8074 -5.6658 0.0724 -0.1470 -0.0645
H 1.4357 5.4572 -5.0564 0.0389 0.0173 -0.0386
H -0.3868 6.6229 -7.2272 0.0078 -0.0327 0.0006
H 0.5094 7.4970 -5.9716 0.1524 0.0542 -0.0775
O -0.2954 1.5219 3.9703 -0.0011 -0.0385 0.2046
C 0.3222 0.8266 4.7131 -0.0310 0.0266 -0.0460
O -0.2304 -0.0621 5.5721 0.0611 -0.0143 -0.0378
C 0.8214 -0.8728 6.1094 0.0415 -0.1519 0.0894
C 2.0333 0.0191 5.9390 0.1459 -0.0769 0.1211
O 1.6685 0.8097 4.8048 -0.0516 0.0250 0.0450
H 0.6130 -1.1269 7.1452 -0.1428 0.0972 -0.0156
H 0.8923 -1.7899 5.5214 0.0176 0.0253 -0.0287
H 2.1884 0.6812 6.7927 -0.0395 0.0046 -0.0038
H 2.9502 -0.5287 5.7392 -0.0090 0.0670 -0.1699
O 2.5308 5.0105 0.2565 -0.0734 0.0503 0.0495
C 1.9891 5.6349 1.1094 0.0106 -0.0229 -0.0595
O 2.4745 6.7797 1.6446 -0.0519 -0.0452 0.0182
C 1.4547 7.3643 2.4575 -0.0618 0.1475 0.0760
C 0.5967 6.1678 2.8045 -0.1839 -0.0375 0.2050
O 0.7991 5.3033 1.6811 0.2840 0.4067 0.0199
H 1.8926 7.8469 3.3272 0.1433 -0.0566 -0.0539
H 0.9172 8.1080 1.8664 -0.0109 -0.0308 -0.0154
H 0.9372 5.6540 3.7052 0.0299 0.0003 -0.0199
H -0.4575 6.4108 2.9087 -0.0261 -0.1018 -0.1290
O -5.6320 -0.5398 5.4082 -0.0101 -0.0018 -0.0056
C -5.0449 -1.2613 4.6724 -0.0056 0.0283 0.0540
O -4.3277 -2.3446 5.0587 -0.0316 0.0712 -0.1066
C -3.9696 -3.0868 3.8869 0.1289 -0.0937 0.0321
C -4.0255 -2.0278 2.8084 0.1307 -0.0372 -0.1407
O -5.0012 -1.1183 3.3226 0.0263 -0.0540 0.0315
H -2.9838 -3.5287 3.9980 -0.0077 0.0473 0.1308
H -4.7007 -3.8792 3.7339 -0.0341 0.0273 -0.0038
H -3.0762 -1.4990 2.6932 0.0036 -0.0059 0.0473
H -4.3377 -2.4159 1.8415 -0.1395 0.0858 0.0230